Entry from the Open Molecules 2025 dataset: C6H6F2O as an isolated structure in a non-equilibrium geometry (ωB97M-V with the def2-TZVPD basis set).

Structure (XYZ):
```
15
Properties=species:S:1:pos:R:3
C 0.48 1.10 0.77
C -0.82 1.70 0.66
C 0.87 -0.07 0.34
C -1.75 0.99 -0.08
C 0.06 -1.00 -0.46
C -0.98 -0.31 -1.35
O -1.80 -1.25 -1.92
F -3.05 1.16 -0.21
F -0.52 0.55 -2.28
H 1.10 1.75 1.27
H -0.94 2.65 1.26
H 1.88 -0.28 0.63
H 0.55 -1.80 -1.06
H -0.52 -1.66 0.11
H -2.43 -0.80 -2.59
```

Calculated values
* HOMO energy: -8.41 eV
* total energy: -507.09094 Ha
* frontier orbital gap: 0.337 hartree
* LUMO energy: 0.0283 Eh
* spin multiplicity: 1
* energy relative to the best compared isomer or geometry (same formula, charge and spin): 2.8971 eV